{"formula": "C31H69N3O5S2", "method": "the ωB97M-V functional and the def2-TZVPD basis", "de_lowest_kcal_mol": 16.21, "charge": 0, "gap_ev": 7.85, "energy_ev": -69639.12779, "max_force_ev_per_a": 2.2, "symbols": ["C", "S", "O", "C", "H", "H", "H", "H", "H", "H", "C", "S", "O", "C", "H", "H", "H", "H", "H", "H", "C", "C", "C", "C", "C", "C", "N", "O", "C", "C", "C", "H", "H", "H", "H", "H", "H", "H", "H", "H", "H", "H", "H", "H", "H", "H", "H", "H", "H", "H", "C", "C", "C", "C", "C", "C", "N", "O", "C", "C", "C", "H", "H", "H", "H", "H", "H", "H", "H", "H", "H", "H", "H", "H", "H", "H", "H", "H", "H", "H", "C", "C", "C", "C", "C", "C", "N", "O", "C", "C", "C", "H", "H", "H", "H", "H", "H", "H", "H", "H", "H", "H", "H", "H", "H", "H", "H", "H", "H", "H"], "xyz": [[-3.104, 17.732, -23.672], [-2.540, 18.888, -24.924], [-2.821, 20.219, -24.358], [-0.775, 18.583, -24.768], [-2.994, 18.203, -22.700], [-2.576, 16.776, -23.717], [-4.142, 17.466, -23.867], [-0.518, 17.637, -25.227], [-0.519, 18.539, -23.701], [-0.283, 19.495, -25.102], [-0.885, 21.680, -20.535], [0.854, 21.630, -20.835], [0.996, 22.217, -22.188], [1.290, 22.880, -19.635], [-1.401, 20.987, -21.199], [-1.263, 22.676, -20.799], [-1.296, 21.464, -19.541], [0.530, 23.664, -19.635], [2.301, 23.248, -19.761], [1.207, 22.427, -18.638], [6.885, 25.245, -21.922], [5.990, 24.111, -22.466], [6.211, 24.133, -23.949], [5.723, 22.854, -24.603], [6.450, 21.660, -24.024], [6.224, 21.586, -22.518], [6.462, 22.874, -21.919], [6.255, 22.812, -20.490], [4.852, 21.002, -22.259], [7.290, 20.667, -21.984], [4.548, 24.437, -22.113], [6.617, 25.441, -20.880], [6.752, 26.174, -22.477], [7.930, 24.953, -22.061], [5.664, 24.951, -24.437], [7.253, 24.330, -24.221], [5.853, 22.903, -25.694], [4.635, 22.771, -24.507], [7.497, 21.593, -24.318], [5.944, 20.800, -24.479], [4.056, 21.684, -22.597], [4.608, 20.056, -22.746], [4.642, 20.870, -21.189], [8.288, 21.123, -22.052], [7.156, 20.398, -20.930], [7.413, 19.716, -22.518], [4.267, 24.042, -21.134], [3.840, 23.993, -22.831], [4.289, 25.498, -22.155], [7.150, 22.952, -20.155], [-6.814, 19.424, -19.579], [-5.468, 19.814, -20.215], [-5.675, 19.867, -21.721], [-6.124, 21.234, -22.260], [-5.360, 22.386, -21.644], [-5.336, 22.353, -20.131], [-4.869, 21.034, -19.706], [-4.834, 20.981, -18.298], [-4.281, 23.336, -19.684], [-6.681, 22.745, -19.553], [-4.505, 18.647, -19.926], [-6.754, 19.578, -18.491], [-7.651, 20.020, -19.935], [-7.028, 18.358, -19.665], [-4.714, 19.687, -22.218], [-6.451, 19.193, -22.076], [-5.999, 21.260, -23.350], [-7.214, 21.346, -22.158], [-5.826, 23.332, -21.939], [-4.320, 22.430, -21.986], [-4.322, 24.274, -20.242], [-3.280, 22.920, -19.808], [-4.460, 23.611, -18.638], [-6.948, 23.752, -19.894], [-6.637, 22.753, -18.466], [-7.487, 22.112, -19.914], [-4.548, 18.353, -18.875], [-4.710, 17.772, -20.548], [-3.467, 18.924, -20.141], [-3.982, 21.385, -18.094], [-0.539, 22.705, -25.410], [0.181, 23.994, -25.834], [-0.852, 24.920, -26.431], [-1.702, 25.624, -25.417], [-0.806, 26.439, -24.535], [0.238, 25.620, -23.855], [0.844, 24.703, -24.764], [1.928, 24.003, -24.202], [1.309, 26.599, -23.325], [-0.442, 24.946, -22.650], [1.168, 23.691, -26.938], [0.103, 22.148, -24.705], [-0.637, 22.038, -26.270], [-1.460, 22.753, -24.829], [-0.457, 25.605, -27.189], [-1.540, 24.305, -27.037], [-2.239, 24.872, -24.825], [-2.490, 26.250, -25.842], [-1.355, 26.994, -23.772], [-0.289, 27.190, -25.145], [1.814, 26.173, -22.449], [2.102, 26.686, -24.072], [0.894, 27.560, -23.034], [-0.920, 25.702, -22.018], [-1.155, 24.205, -23.005], [0.318, 24.501, -22.008], [0.726, 22.935, -27.591], [2.135, 23.315, -26.596], [1.405, 24.593, -27.502], [1.572, 23.426, -23.471]], "lowdin_charge": [-0.271, 0.802, -0.554, -0.255, 0.036, 0.056, 0.049, 0.052, 0.058, 0.042, -0.282, 0.843, -0.553, -0.250, 0.051, 0.043, 0.065, 0.054, 0.046, 0.061, -0.038, -0.547, -0.147, -0.179, -0.136, -0.552, -0.084, -0.013, -0.027, -0.054, -0.022, 0.081, 0.083, 0.086, 0.132, 0.124, 0.117, 0.103, 0.122, 0.122, 0.071, 0.090, 0.084, 0.091, 0.081, 0.090, 0.073, 0.059, 0.086, 0.105, -0.034, -0.519, -0.130, -0.170, -0.139, -0.552, -0.095, -0.016, -0.035, -0.021, -0.041, 0.086, 0.069, 0.086, 0.092, 0.125, 0.115, 0.111, 0.126, 0.124, 0.095, 0.062, 0.088, 0.094, 0.085, 0.068, 0.081, 0.083, 0.076, 0.098, -0.029, -0.524, -0.157, -0.182, -0.169, -0.539, -0.095, -0.037, -0.018, -0.027, -0.027, 0.072, 0.078, 0.071, 0.120, 0.131, 0.107, 0.117, 0.121, 0.129, 0.068, 0.091, 0.081, 0.092, 0.075, 0.048, 0.083, 0.079, 0.083, 0.055]}

{"formula": "C31H69NO14S10", "method": "the ωB97M-V functional and the def2-TZVPD basis", "charge": 0, "gap_ev": 8.31, "energy_ev": -171767.32384, "max_force_ev_per_a": 1.6, "symbols": ["C", "C", "O", "O", "C", "C", "C", "C", "C", "C", "C", "C", "O", "N", "C", "O", "H", "H", "H", "H", "H", "H", "H", "H", "H", "C", "S", "O", "C", "H", "H", "H", "H", "H", "H", "C", "S", "O", "C", "H", "H", "H", "H", "H", "H", "C", "S", "O", "C", "H", "H", "H", "H", "H", "H", "C", "S", "O", "C", "H", "H", "H", "H", "H", "H", "C", "S", "O", "C", "H", "H", "H", "H", "H", "H", "C", "S", "O", "C", "H", "H", "H", "H", "H", "H", "C", "S", "O", "C", "H", "H", "H", "H", "H", "H", "C", "S", "O", "C", "H", "H", "H", "H", "H", "H", "C", "S", "O", "C", "H", "H", "H", "H", "H", "H", "C", "S", "O", "C", "H", "H", "H", "H", "H", "H"], "xyz": [[1.789, -1.721, 8.118], [1.481, -0.677, 7.089], [0.664, 0.194, 7.232], [2.219, -0.800, 5.963], [1.647, -0.206, 4.795], [2.349, -0.747, 3.586], [3.485, -1.549, 3.657], [4.091, -2.055, 2.504], [3.593, -1.777, 1.239], [2.476, -0.968, 1.177], [1.868, -0.464, 2.313], [0.710, 0.349, 1.880], [-0.149, 0.859, 2.544], [0.774, 0.445, 0.456], [1.702, -0.512, -0.008], [1.815, -0.887, -1.143], [2.820, -2.048, 8.030], [1.092, -2.546, 7.983], [1.595, -1.270, 9.085], [1.696, 0.882, 4.829], [0.587, -0.454, 4.736], [3.894, -1.781, 4.627], [4.963, -2.686, 2.599], [4.036, -2.183, 0.341], [-0.178, 0.330, 0.099], [1.784, -3.624, -2.617], [1.208, -4.813, -1.414], [2.412, -5.383, -0.747], [0.646, -6.035, -2.607], [2.217, -2.790, -2.074], [2.537, -4.087, -3.257], [0.951, -3.269, -3.217], [1.482, -6.332, -3.241], [-0.159, -5.608, -3.206], [0.278, -6.896, -2.053], [-1.459, -1.100, -3.724], [-1.715, 0.021, -2.352], [-1.922, -0.798, -1.122], [-3.318, 0.635, -2.873], [-0.510, -1.605, -3.570], [-2.268, -1.829, -3.763], [-1.411, -0.531, -4.652], [-4.023, -0.192, -2.959], [-3.214, 1.145, -3.832], [-3.671, 1.339, -2.120], [1.389, -1.708, -7.831], [1.616, -2.977, -6.588], [0.771, -2.590, -5.423], [3.306, -2.544, -6.165], [0.370, -1.777, -8.201], [1.561, -0.729, -7.382], [2.076, -1.876, -8.660], [3.343, -1.507, -5.832], [3.943, -2.693, -7.037], [3.628, -3.201, -5.360], [3.215, 5.859, -0.503], [2.678, 4.643, 0.706], [3.906, 4.063, 1.315], [2.061, 3.466, -0.487], [3.676, 6.685, 0.036], [3.941, 5.402, -1.175], [2.345, 6.213, -1.058], [2.867, 3.175, -1.163], [1.238, 3.918, -1.041], [1.694, 2.593, 0.050], [-0.984, 0.756, -9.459], [-1.482, -0.618, -10.510], [-0.287, -1.494, -10.674], [-1.649, 0.344, -12.010], [-0.789, 0.364, -8.462], [-0.080, 1.213, -9.861], [-1.795, 1.482, -9.413], [-0.697, 0.829, -12.233], [-2.438, 1.083, -11.875], [-1.926, -0.343, -12.806], [0.643, 0.563, 13.202], [0.020, -0.775, 12.188], [1.126, -1.176, 11.276], [-1.098, 0.235, 11.207], [1.395, 0.151, 13.867], [1.077, 1.332, 12.560], [-0.173, 0.974, 13.796], [-0.535, 1.022, 10.706], [-1.863, 0.660, 11.858], [-1.564, -0.410, 10.465], [-0.923, 6.724, -4.094], [-1.416, 5.547, -2.831], [-0.163, 4.974, -2.269], [-2.082, 4.316, -3.953], [-0.436, 7.559, -3.595], [-0.227, 6.247, -4.784], [-1.808, 7.079, -4.622], [-1.305, 4.002, -4.650], [-2.936, 4.735, -4.485], [-2.405, 3.468, -3.351], [-3.098, -4.181, -12.055], [-3.592, -3.347, -13.565], [-3.538, -1.886, -13.281], [-5.322, -3.821, -13.503], [-2.045, -3.961, -11.886], [-3.692, -3.804, -11.222], [-3.237, -5.255, -12.173], [-5.761, -3.471, -12.569], [-5.402, -4.905, -13.585], [-5.823, -3.351, -14.347], [-3.503, 3.526, 0.993], [-4.655, 2.174, 0.735], [-5.281, 2.386, -0.602], [-5.852, 2.699, 1.966], [-2.687, 3.407, 0.282], [-4.011, 4.476, 0.821], [-3.108, 3.476, 2.007], [-6.203, 3.703, 1.729], [-5.388, 2.674, 2.951], [-6.685, 1.999, 1.934], [3.395, 0.420, 16.710], [2.578, -1.180, 16.706], [1.442, -1.078, 15.751], [1.879, -1.044, 18.354], [3.863, 0.554, 15.737], [2.658, 1.205, 16.880], [4.159, 0.435, 17.488], [1.246, -0.158, 18.409], [2.685, -0.989, 19.086], [1.283, -1.936, 18.532]], "lowdin_charge": [0.030, -0.528, 0.108, -0.012, -0.101, -0.095, 0.011, -0.033, 0.017, -0.076, -0.038, -0.362, 0.133, 0.174, -0.367, 0.105, 0.088, 0.099, 0.049, 0.147, 0.139, 0.116, 0.110, 0.123, 0.120, -0.276, 0.806, -0.564, -0.270, 0.021, 0.053, 0.017, 0.054, 0.052, 0.045, -0.260, 0.794, -0.545, -0.267, 0.016, 0.067, 0.054, 0.065, 0.046, 0.015, -0.277, 0.833, -0.565, -0.260, 0.021, 0.062, 0.062, 0.063, 0.055, 0.040, -0.272, 0.798, -0.564, -0.264, 0.045, 0.056, 0.042, 0.066, 0.012, 0.021, -0.271, 0.795, -0.560, -0.267, 0.032, 0.061, 0.053, 0.061, 0.060, 0.019, -0.278, 0.821, -0.557, -0.270, 0.008, 0.060, 0.058, 0.058, 0.050, 0.049, -0.268, 0.820, -0.562, -0.259, 0.050, 0.059, 0.054, 0.062, 0.059, 0.029, -0.265, 0.819, -0.564, -0.271, 0.048, 0.060, 0.054, 0.059, 0.053, 0.049, -0.259, 0.807, -0.566, -0.271, 0.045, 0.058, 0.058, 0.057, 0.055, 0.049, -0.271, 0.820, -0.558, -0.272, 0.051, 0.059, 0.053, 0.058, 0.053, 0.050]}